[1]
{"formula": "C13H13N3NaOSe", "method": "ωB97M-V/def2-TZVPD", "symbols": ["Na", "N", "C", "O", "C", "C", "N", "C", "N", "H", "H", "C", "C", "C", "C", "C", "C", "Se", "C", "C", "C", "H", "H", "H", "H", "H", "H", "H", "H", "H", "H", "H"], "coordinates": [[-1.78, -0.17, 2.27], [-2.05, -2.43, 5.99], [-1.53, -1.82, 4.80], [-1.73, -0.60, 4.44], [-0.75, -2.84, 3.99], [-0.16, -3.90, 4.68], [0.54, -4.59, 5.32], [-0.55, -2.52, 2.65], [-0.65, -2.17, 1.52], [-2.86, -2.02, 6.35], [-2.20, -3.46, 5.95], [1.47, 1.82, -5.03], [0.81, 1.25, -3.72], [-0.23, 1.98, -3.18], [-0.43, 1.98, -1.81], [-1.36, 2.90, -1.13], [0.37, 1.18, -0.95], [0.37, 1.62, 0.95], [1.30, 0.28, -1.54], [2.04, -0.79, -0.77], [1.46, 0.33, -2.92], [2.22, 1.18, -5.50], [1.89, 2.78, -4.76], [0.64, 1.99, -5.72], [-0.81, 2.58, -3.87], [-1.89, 3.39, -1.94], [-0.88, 3.67, -0.55], [-1.96, 2.28, -0.41], [1.49, -1.81, -0.98], [1.97, -0.71, 0.39], [3.07, -0.93, -1.16], [2.19, -0.44, -3.37]], "multiplicity": 1, "orbital_gap_ha": 0.20137, "charge": -1}

---

[2]
{"formula": "C3H5NS", "method": "ωB97M-V/def2-TZVPD", "symbols": ["S", "C", "N", "C", "C", "H", "H", "H", "H", "H"], "coordinates": [[-2.07, 1.54, -0.63], [-0.50, 1.40, -0.28], [0.23, 0.31, -0.43], [-0.13, -1.10, -0.32], [0.89, -0.58, 0.57], [0.01, 2.34, 0.28], [0.18, -1.67, -1.19], [-1.15, -1.17, 0.01], [1.93, -0.71, 0.39], [0.60, -0.36, 1.59]], "multiplicity": 1, "smiles": "S=CN1CC1", "orbital_gap_ha": 0.33156, "de_lowest_kj_mol": 153.20}

---

[3]
{"formula": "C21H16BF4N5O3", "method": "ωB97M-V/def2-TZVPD", "symbols": ["C", "C", "C", "O", "N", "C", "C", "C", "C", "C", "N", "C", "N", "C", "N", "C", "C", "C", "C", "C", "C", "F", "C", "O", "B", "O", "N", "C", "C", "C", "F", "F", "F", "C", "H", "H", "H", "H", "H", "H", "H", "H", "H", "H", "H", "H", "H", "H", "H", "H"], "coordinates": [[-0.16, 7.22, 2.61], [-0.07, 6.07, 3.27], [0.22, 4.84, 2.47], [0.86, 5.00, 1.45], [-0.15, 3.51, 2.90], [0.17, 2.30, 2.24], [-0.31, 1.12, 2.79], [0.08, -0.04, 2.19], [0.75, -0.06, 0.96], [0.83, 1.12, 0.25], [1.18, 1.26, -1.16], [1.54, 0.26, -2.10], [1.11, -0.96, -1.74], [1.50, -1.97, -2.52], [0.99, -3.26, -2.26], [-0.07, -3.60, -1.46], [-0.74, -2.64, -0.68], [-1.77, -3.06, 0.14], [-2.16, -4.39, 0.20], [-1.52, -5.36, -0.62], [-0.50, -4.94, -1.47], [0.17, -5.96, -2.02], [-3.39, -4.57, 1.07], [-3.74, -3.29, 1.67], [-2.86, -2.43, 1.04], [-3.04, -1.09, 1.09], [2.20, -1.79, -3.62], [2.72, -0.62, -3.85], [2.39, 0.50, -3.19], [2.84, 1.87, -3.50], [3.63, 1.92, -4.56], [1.71, 2.67, -3.64], [3.38, 2.37, -2.39], [0.68, 2.29, 0.97], [0.14, 7.28, 1.57], [-0.60, 8.05, 3.13], [-0.31, 5.95, 4.31], [-0.70, 3.39, 3.77], [-0.92, 1.10, 3.70], [-0.11, -1.02, 2.66], [1.01, -0.98, 0.41], [1.16, 2.22, -1.44], [1.26, -3.96, -2.90], [-0.43, -1.68, -0.61], [-1.95, -6.31, -0.83], [-3.29, -5.33, 1.83], [-4.25, -4.94, 0.41], [-3.88, -0.72, 1.53], [3.45, -0.61, -4.67], [0.95, 3.27, 0.61]], "multiplicity": 1, "smiles": "C=CC(=O)Nc1cccc(Nc2nc(Nc3cc4c(cc3F)COB4O)ncc2C(F)(F)F)c1", "orbital_gap_ha": 0.31435, "de_lowest_kj_mol": 81.34}

---

[4]
{"formula": "C44H83N2O11", "method": "ωB97M-V/def2-TZVPD", "symbols": ["C", "C", "C", "C", "C", "C", "C", "C", "C", "O", "C", "N", "C", "C", "C", "O", "C", "C", "N", "C", "C", "C", "O", "C", "C", "H", "H", "H", "H", "H", "H", "H", "H", "H", "H", "H", "H", "H", "H", "H", "H", "H", "H", "H", "H", "H", "H", "H", "H", "H", "H", "H", "H", "H", "H", "H", "H", "H", "H", "H", "C", "C", "O", "C", "H", "H", "H", "H", "H", "H", "C", "C", "O", "C", "H", "H", "H", "H", "H", "H", "C", "C", "O", "C", "H", "H", "H", "H", "H", "H", "C", "C", "O", "C", "H", "H", "H", "H", "H", "H", "C", "C", "O", "C", "H", "H", "H", "H", "H", "H", "C", "C", "O", "C", "H", "H", "H", "H", "H", "H", "C", "C", "O", "C", "H", "H", "H", "H", "H", "H", "C", "C", "O", "C", "H", "H", "H", "H", "H", "H"], "coordinates": [[5.72, 1.79, 3.12], [4.27, 1.55, 3.63], [4.13, 1.07, 5.02], [2.79, 0.83, 5.54], [1.57, 1.03, 4.74], [0.21, 0.69, 5.42], [-0.69, 2.01, 5.50], [-0.53, -0.53, 4.75], [1.71, 1.50, 3.35], [0.51, 1.64, 2.63], [0.48, 2.78, 1.80], [0.36, 2.34, 0.35], [-0.96, 2.72, -0.29], [-0.80, 2.02, -1.72], [0.29, 0.84, -1.49], [1.40, 1.34, -2.26], [2.52, 0.41, -2.22], [3.56, 0.90, -1.14], [4.69, 1.66, -1.79], [5.29, 2.53, -0.72], [4.79, 4.03, -0.79], [3.53, 4.26, -1.70], [4.53, 4.61, 0.51], [0.41, 0.86, 0.10], [3.05, 1.74, 2.85], [6.41, 1.21, 3.79], [5.91, 1.47, 2.07], [5.96, 2.89, 3.26], [5.03, 0.88, 5.65], [2.68, 0.46, 6.59], [0.43, 0.39, 6.48], [-0.84, 2.27, 6.58], [-0.09, 2.84, 5.06], [-1.68, 1.90, 4.97], [-0.65, -0.44, 3.64], [-1.55, -0.61, 5.21], [0.00, -1.51, 4.96], [-0.48, 3.33, 2.02], [1.30, 3.52, 1.97], [1.05, 2.81, -0.25], [-1.16, 3.81, -0.28], [-1.82, 2.12, 0.13], [-0.29, 2.82, -2.32], [-1.73, 1.72, -2.26], [-0.09, -0.13, -1.91], [3.04, 0.34, -3.21], [2.07, -0.59, -1.96], [3.01, 1.56, -0.43], [3.96, 0.03, -0.54], [5.40, 0.93, -1.91], [6.41, 2.52, -0.78], [5.03, 2.06, 0.27], [5.64, 4.64, -1.23], [3.20, 5.33, -1.54], [2.67, 3.60, -1.42], [3.85, 4.17, -2.76], [3.56, 4.57, 0.63], [-0.49, 0.27, 0.42], [1.35, 0.35, 0.40], [3.17, 2.09, 1.80], [-4.37, -0.40, 0.34], [-3.55, -0.46, -0.92], [-2.34, -0.59, -0.88], [-4.28, -0.34, -2.23], [-3.72, -0.50, 1.20], [-4.90, 0.55, 0.40], [-5.09, -1.23, 0.35], [-4.80, 0.62, -2.29], [-4.99, -1.16, -2.33], [-3.56, -0.40, -3.05], [5.56, -2.47, -4.37], [4.08, -2.51, -4.66], [3.28, -2.80, -3.79], [3.64, -2.16, -6.05], [5.73, -2.74, -3.33], [6.08, -3.19, -5.01], [5.95, -1.47, -4.54], [4.07, -2.87, -6.76], [3.95, -1.14, -6.30], [2.55, -2.22, -6.11], [3.21, -2.04, 3.73], [3.96, -3.33, 3.52], [5.16, -3.38, 3.64], [3.15, -4.54, 3.16], [3.92, -1.25, 3.98], [2.69, -1.75, 2.81], [2.50, -2.15, 4.55], [2.62, -4.37, 2.21], [2.43, -4.76, 3.95], [3.81, -5.40, 3.04], [-8.94, -0.35, -4.04], [-7.44, -0.37, -4.18], [-6.75, 0.54, -3.76], [-6.82, -1.57, -4.86], [-9.24, 0.56, -3.53], [-9.40, -0.37, -5.03], [-9.27, -1.20, -3.45], [-7.20, -1.64, -5.88], [-7.06, -2.47, -4.30], [-5.74, -1.45, -4.89], [7.53, -4.61, -8.93], [6.53, -5.00, -7.88], [5.35, -4.79, -8.02], [7.07, -5.67, -6.64], [7.01, -4.14, -9.77], [8.25, -3.89, -8.52], [8.05, -5.49, -9.30], [7.77, -5.00, -6.12], [7.57, -6.60, -6.90], [6.24, -5.90, -5.96], [-12.28, 2.04, -1.17], [-11.96, 1.90, -2.63], [-11.35, 0.93, -3.05], [-12.41, 2.99, -3.56], [-11.89, 1.18, -0.63], [-11.82, 2.94, -0.77], [-13.37, 2.08, -1.04], [-11.95, 3.94, -3.27], [-13.50, 3.08, -3.53], [-12.11, 2.76, -4.58], [5.58, -2.79, 6.44], [4.55, -2.46, 7.49], [3.40, -2.84, 7.38], [5.00, -1.65, 8.67], [5.12, -3.37, 5.65], [5.98, -1.87, 6.01], [6.39, -3.37, 6.88], [5.37, -0.68, 8.34], [5.78, -2.18, 9.22], [4.15, -1.49, 9.34], [-7.79, 1.54, 0.69], [-8.81, 1.16, 1.74], [-9.98, 1.38, 1.58], [-8.29, 0.49, 2.99], [-8.30, 2.00, -0.16], [-7.07, 2.25, 1.10], [-7.27, 0.64, 0.33], [-7.60, 1.16, 3.50], [-7.80, -0.45, 2.73], [-9.13, 0.28, 3.65]], "multiplicity": 1, "orbital_gap_ha": 0.32005, "charge": 1}

---

[5]
{"formula": "C3H2F2I2O", "method": "ωB97M-V/def2-TZVPD", "symbols": ["F", "C", "I", "C", "O", "C", "F", "I", "H", "H"], "coordinates": [[-0.27, -1.89, 0.47], [-0.04, -0.85, -0.28], [-0.14, -1.22, -2.37], [1.12, 0.07, 0.24], [0.40, 1.17, 0.41], [-0.83, 0.76, 0.15], [-1.30, 1.35, -1.01], [-2.30, 0.80, 1.72], [1.47, -0.34, 1.18], [1.89, 0.17, -0.52]], "multiplicity": 1, "smiles": "F[C@]1(I)CO[C@]1(F)I", "orbital_gap_ha": 0.35137, "de_lowest_kj_mol": 138.73}

---

[6]
{"formula": "H4NOPS2", "method": "ωB97M-V/def2-TZVPD", "symbols": ["N", "O", "P", "S", "S", "H", "H", "H", "H"], "coordinates": [[-0.29, -0.87, 1.80], [-0.82, 0.56, -2.73], [0.76, 0.25, 1.21], [1.86, -0.36, -0.32], [0.53, 1.95, 2.17], [-1.17, -0.63, 2.10], [-0.33, -1.77, 1.23], [-0.24, 1.13, -3.09], [-0.32, -0.26, -2.36]], "multiplicity": 1, "orbital_gap_ha": 0.32284, "de_lowest_kj_mol": 125.90}

---

[7]
{"formula": "C2H6N4S", "method": "ωB97M-V/def2-TZVPD", "symbols": ["C", "S", "N", "N", "N", "C", "N", "H", "H", "H", "H", "H", "H"], "coordinates": [[-1.68, -0.72, -0.33], [-0.36, 0.13, 0.46], [-0.79, 0.33, 1.86], [-0.15, 1.59, -0.42], [1.35, -0.53, 0.37], [2.06, -0.61, -0.72], [2.65, -0.70, -1.74], [-1.41, -0.73, -1.29], [-1.88, -1.58, 0.12], [-0.10, 0.60, 2.57], [0.18, 1.67, -1.43], [-1.07, 1.85, -0.39], [1.20, -1.31, 0.95]], "multiplicity": 1, "smiles": "C=[S@](=N)(N)NC#N", "orbital_gap_ha": 0.32237, "de_lowest_kj_mol": 568.59}

---

[8]
{"formula": "C2F2INO2", "method": "ωB97M-V/def2-TZVPD", "symbols": ["C", "C", "N", "O", "O", "F", "F", "I"], "coordinates": [[0.01, 0.19, -0.60], [-1.01, 0.57, 0.41], [1.01, -1.63, 0.11], [0.30, 0.67, -1.64], [2.14, -1.57, -0.09], [-1.21, 1.89, 0.56], [-0.73, 0.09, 1.63], [-2.82, -0.41, -0.32]], "multiplicity": 1, "orbital_gap_ha": [0.28004, 0.28958], "de_lowest_kj_mol": 399.09}

---

no.,largest force on an atom (eV/Å),electronic energy (Ha)
1,4.002,-3306.4999
2,3.409,-570.1762
3,3.161,-1733.7629
4,3.914,-2663.1188
5,4.809,-985.7891
6,6.720,-1270.1479
7,6.260,-696.8095
8,2.136,-778.7240